[1]
Formula: C39H34AsMnN2P2S4
Source: the OMol25 dataset
Level of theory: ωB97M-V with the def2-TZVPD basis set

```
83
Properties=species:S:1:pos:R:3:mulliken_charge:R:1
Mn 0.226 -0.356 0.236 -0.1500
C -0.181 -0.185 3.785 -2.5402
N -1.519 -0.709 3.859 0.7732
C -2.265 -0.837 2.667 -1.2359
P -1.430 -1.714 1.172 2.5564
C -0.587 -3.181 1.822 0.9245
C -1.170 -4.446 1.831 -0.9678
C -0.432 -5.539 2.255 -0.8016
C 0.881 -5.383 2.674 -0.7983
C 1.478 -4.127 2.639 -1.0593
C 0.759 -3.038 2.190 -0.1118
C -2.941 -2.248 0.327 1.1188
C -3.977 -2.911 1.000 -0.8003
C -5.091 -3.320 0.291 -0.9256
C -5.194 -3.071 -1.072 -0.6505
C -4.153 -2.448 -1.748 -0.9006
C -3.038 -2.024 -1.047 -0.5883
C -2.051 -1.048 5.072 1.1276
C -3.456 -1.012 5.287 -0.2044
C -3.978 -1.294 6.526 -0.9631
C -3.138 -1.630 7.593 -0.2751
C -1.753 -1.685 7.393 -0.9215
C -1.215 -1.400 6.162 -0.1355
P 0.175 0.844 2.251 2.1709
C 1.820 1.507 2.605 0.3458
C 2.094 2.825 2.215 -0.5770
C 3.341 3.366 2.455 -0.8643
C 4.336 2.588 3.034 -0.6609
C 4.084 1.264 3.369 -0.8111
C 2.837 0.713 3.145 -0.3641
C -0.942 2.261 2.511 0.9196
C -0.712 3.047 3.646 -0.6431
C -1.486 4.169 3.866 -0.8844
C -2.481 4.526 2.966 -0.6283
C -2.721 3.744 1.844 -1.0803
C -1.964 2.605 1.628 0.0662
H 0.548 -1.009 3.804 0.8787
H 0.020 0.452 4.658 1.0427
H -2.506 0.151 2.240 -0.0391
H -3.183 -1.397 2.858 0.7036
H -2.182 -4.590 1.489 0.5491
H -0.889 -6.516 2.244 0.5298
H 1.449 -6.235 3.009 0.4932
H 2.505 -4.016 2.951 0.5598
H 1.241 -2.056 2.074 0.1099
H -3.931 -3.139 2.057 0.4034
H -5.888 -3.834 0.810 0.4544
H -6.087 -3.353 -1.611 0.4626
H -4.203 -2.282 -2.815 0.4753
H -2.220 -1.522 -1.555 0.1957
H -4.122 -0.670 4.511 0.6058
H -5.045 -1.223 6.686 0.4801
H -3.555 -1.844 8.566 0.4898
H -1.108 -1.987 8.205 0.4753
H -0.154 -1.512 6.012 0.4979
H 1.321 3.424 1.743 0.6683
H 3.545 4.394 2.197 0.5099
H 5.309 3.011 3.221 0.4817
H 4.869 0.666 3.804 0.5140
H 2.663 -0.325 3.396 0.3189
H 0.087 2.796 4.329 0.4179
H -1.299 4.775 4.739 0.5030
H -3.067 5.415 3.138 0.4769
H -3.491 4.019 1.140 0.5156
H -2.169 1.982 0.763 0.1845
S -0.481 2.211 -2.185 -0.0419
As 1.855 2.406 -1.795 0.5337
S 2.277 0.839 -0.444 -0.0784
S -1.118 0.781 -0.964 -0.0679
S 3.147 3.605 -2.815 -0.0357
N 0.937 -1.808 -0.586 -0.4961
C 1.597 -2.655 -1.050 0.5505
C 2.399 -3.656 -1.541 0.3696
C 1.951 -4.999 -1.529 -0.3238
C 2.780 -5.986 -2.006 -0.7467
C 4.043 -5.667 -2.507 -0.3404
C 4.490 -4.344 -2.521 -0.7175
C 3.683 -3.337 -2.050 -0.4153
H 0.970 -5.223 -1.142 0.5446
H 2.449 -7.014 -2.000 0.4468
H 4.689 -6.449 -2.877 0.4513
H 5.468 -4.108 -2.915 0.4407
H 4.012 -2.308 -2.059 0.5080
```

The net charge is +4. The value obtained for the total energy is -198010.351 eV. The value obtained for the molar mass is 850.79 g mol⁻¹. The HOMO energy (alpha / beta) is -18.42 / -18.42 eV.

=====

[2]
Formula: C28H32FIrN6O6S
Source: the OMol25 dataset
Level of theory: ωB97M-V with the def2-TZVPD basis set

```
75
Properties=species:S:1:pos:R:3:mulliken_charge:R:1
Ir -0.859 0.184 -2.670 1.5108
F -1.572 1.338 3.946 -0.3363
C -0.419 1.239 3.261 0.2244
C -0.477 1.171 1.903 -0.4368
C 0.697 1.015 1.156 0.9566
C 0.647 0.893 -0.285 1.5728
O -0.493 0.969 -0.853 -1.4051
C 1.859 0.687 -0.956 -0.1295
C 3.023 0.636 -0.232 -0.4314
N 3.091 0.777 1.096 0.2307
C 4.384 0.715 1.757 -0.3035
C 4.934 1.962 2.388 -0.4116
C 5.546 1.420 1.132 -1.0036
C 1.922 0.944 1.832 -0.4666
C 1.959 1.037 3.228 -0.7051
C 0.799 1.177 3.972 -1.0609
N 0.869 1.264 5.374 0.2239
C 1.697 0.324 6.115 -0.6915
C 2.505 1.100 7.159 -0.7448
N 1.699 2.316 7.558 -0.1499
C 0.233 1.988 7.606 -0.7742
C -0.257 1.742 6.173 -0.7163
C 1.992 0.648 -2.447 0.1631
O 3.077 0.518 -2.952 -0.6330
O 0.909 0.928 -3.151 -0.6807
H -1.436 1.208 1.405 0.6119
H 3.955 0.488 -0.761 0.8179
H 4.566 -0.237 2.240 0.4118
H 5.480 1.857 3.316 0.3122
H 4.341 2.862 2.294 0.2424
H 6.504 0.926 1.188 0.2585
H 5.375 1.976 0.221 0.3605
H 2.916 1.024 3.728 0.8081
H 2.375 -0.205 5.454 0.4675
H 1.076 -0.436 6.601 0.3288
H 3.453 1.467 6.772 0.4368
H 2.686 0.520 8.061 0.3800
H 1.845 3.046 6.859 0.3795
H 2.023 2.681 8.453 0.3473
H -0.294 2.814 8.077 0.3956
H 0.143 1.109 8.241 0.3640
H -0.628 2.671 5.744 0.5234
H -1.091 1.038 6.221 0.4063
C -4.837 -3.461 -2.938 -1.1658
C -4.466 -3.636 -4.403 -1.3181
C -3.012 -3.226 -4.722 2.2454
C -2.723 -3.421 -6.232 -1.3484
C -1.301 -3.060 -6.637 -1.1462
C -2.085 -4.158 -3.959 -0.2052
O -2.114 -5.349 -4.056 -0.5389
N -1.133 -3.571 -3.093 0.0965
C -1.020 -2.253 -2.920 0.4493
O -0.150 -1.708 -2.179 -0.7331
N -1.835 -1.348 -3.533 0.0097
C -2.849 -1.745 -4.414 0.0640
O -3.564 -0.913 -4.910 -0.6606
H -5.874 -3.744 -2.769 0.4830
H -4.731 -2.422 -2.614 0.2452
H -4.223 -4.090 -2.288 0.2842
H -5.113 -3.034 -5.041 0.4655
H -4.576 -4.678 -4.705 0.4750
H -3.446 -2.806 -6.768 0.4724
H -2.937 -4.465 -6.462 0.4613
H -1.062 -2.018 -6.410 0.2556
H -1.168 -3.191 -7.709 0.4760
H -0.563 -3.698 -6.144 0.2831
H -0.490 -4.191 -2.617 0.3117
S -3.185 3.593 -4.432 -0.0988
C -1.844 4.175 -3.547 -0.3040
C -1.145 3.145 -3.024 -0.5781
N -1.681 1.908 -3.316 0.1251
C -2.764 2.005 -4.057 0.0674
H -1.629 5.227 -3.471 0.4503
H -0.237 3.198 -2.447 0.3501
H -3.304 1.134 -4.406 0.3721
```

The net charge is +2. The value obtained for the total energy is -67160.181 eV. The value obtained for the molar mass is 791.88 g mol⁻¹. The HOMO energy is -13.18 eV.

=====

[3]
Formula: C4H9N2O2
Source: the OMol25 dataset
Level of theory: ωB97M-V with the def2-TZVPD basis set

```
17
Properties=species:S:1:pos:R:3:mulliken_charge:R:1
N 2.175 0.192 -0.143 -0.7799
C 1.796 1.567 0.369 -0.4912
C 0.458 1.477 1.053 -0.6648
C -0.788 1.105 0.149 -0.6083
N -0.798 0.027 -0.868 -0.2502
C -0.974 -1.291 -0.298 0.4810
O -0.265 -1.484 0.703 -0.7134
O -1.800 -2.034 -0.885 -0.7979
H 2.181 0.264 -1.167 0.2645
H 1.439 -0.517 -0.001 0.4002
H 2.018 2.330 -0.386 0.3147
H 2.627 1.780 1.139 0.1993
H 0.350 2.405 1.605 0.4005
H 0.414 0.573 1.681 0.3072
H -1.619 0.990 0.895 0.2208
H -0.982 2.114 -0.232 0.4768
H -1.352 0.237 -1.674 0.2405
```

The net charge is -1. The value obtained for the total energy is -11370.245 eV. The value obtained for the molar mass is 117.13 g mol⁻¹. The HOMO energy is -4.19 eV.